Entry 1:
{
  "formula": "C4H7NO",
  "method": "ωB97M-V with the def2-TZVPD basis set",
  "relative_energy_ev": 2.2231,
  "smiles": "[H]/N=C/CC(C)=O",
  "homo_ev": -9.3,
  "orbital_gap_ev": 9.8,
  "elements": ["H", "C", "H", "H", "C", "H", "C", "O", "H", "C", "H", "N", "H"],
  "xyz": [[-0.3192, -0.1953, -1.6425], [-0.5278, -0.6422, -0.6705], [-1.0482, -1.5959, -0.6281], [-3.0168, 0.7653, 0.8614], [0.6687, -0.6508, 0.3277], [1.4672, 1.3394, 0.2452], [1.7742, 0.3261, -0.0049], [0.8249, -1.5688, 1.1009], [-0.9033, 1.4311, 0.1112], [-1.2357, 0.3900, 0.2202], [2.6746, 0.0789, 0.5520], [-2.3842, 0.0136, 0.5918], [2.0255, 0.3085, -1.0645]],
  "lowdin_charge": [0.12, -0.08, 0.12, 0.05, -0.48, 0.08, -0.02, 0.08, 0.12, -0.26, 0.08, 0.11, 0.09]
}

---

Entry 2:
{
  "formula": "C4H7NO",
  "method": "ωB97M-V with the def2-TZVPD basis set",
  "relative_energy_ev": 3.9949,
  "homo_ev": -8.1,
  "orbital_gap_ev": 8.6,
  "elements": ["C", "H", "H", "H", "C", "N", "H", "C", "C", "H", "H", "O", "H"],
  "xyz": [[0.2059, -1.1600, -0.3761], [0.4301, 1.4216, -1.3046], [-2.2292, -1.4482, -0.3980], [0.8968, 2.2766, 0.1914], [0.3269, 0.1966, 0.4588], [-1.1504, 0.1764, 0.5201], [-0.0944, -1.9181, 0.5224], [-1.2945, -0.9155, -0.2183], [0.9387, 1.3206, -0.3414], [1.9834, 1.0636, -0.5450], [0.7625, 0.1098, 1.4618], [0.9535, -1.5692, -1.2793], [-1.7293, 0.4460, 1.3083]],
  "lowdin_charge": [-0.56, 0.09, 0.13, 0.08, -0.27, 0.05, 0.19, 0.04, -0.05, 0.09, 0.15, -0.07, 0.15]
}

---

Entry 3:
{
  "formula": "C4H7NO",
  "method": "ωB97M-V with the def2-TZVPD basis set",
  "relative_energy_ev": 5.2622,
  "homo_ev": -8.7,
  "orbital_gap_ev": 8.8,
  "elements": ["H", "H", "C", "C", "N", "C", "H", "C", "O", "H", "H", "H", "H"],
  "xyz": [[2.1136, 0.5302, 0.1997], [0.8595, -0.0419, 1.3038], [-0.6226, 0.6307, -0.9140], [0.5553, -0.1690, -0.9046], [-1.2288, 1.3642, 0.2205], [1.3469, -0.2631, 0.3377], [-2.5565, -0.2574, -0.2694], [-1.5636, -0.0208, 0.0999], [1.9301, -1.5399, 0.4677], [-1.1507, -0.7417, 0.8035], [1.9462, -1.8818, -0.4397], [-0.5480, 1.5098, 0.9620], [-1.0815, 0.8808, -1.8671]],
  "lowdin_charge": [0.14, 0.11, -0.33, 0.09, 0.04, -0.35, 0.11, -0.12, -0.08, 0.11, 0.07, 0.09, 0.12]
}

---

Entry 4:
{
  "formula": "C4H7NO",
  "method": "ωB97M-V with the def2-TZVPD basis set",
  "relative_energy_ev": 7.6537,
  "homo_ev": [-8.0, -8.0],
  "orbital_gap_ev": [8.2, 8.2],
  "elements": ["C", "C", "C", "H", "N", "H", "H", "C", "H", "O", "H", "H", "H"],
  "xyz": [[-0.8398, -0.6001, -0.3186], [-0.5918, 0.5932, -0.8559], [-1.0891, -1.7961, 0.1324], [2.9559, -0.1690, 1.2755], [2.0453, -0.1600, 1.7291], [2.0429, 0.4984, 2.5050], [-0.6024, 2.4467, -1.8454], [-1.0811, 1.4852, -1.7116], [-1.9828, 1.3005, -2.2835], [1.0601, 0.1724, 0.8254], [-0.4573, -2.2756, 0.8709], [0.4879, 0.8548, -0.0824], [-1.9478, -2.3504, -0.2409]],
  "lowdin_charge": [-0.03, -0.19, 0.06, 0.07, -0.05, 0.07, 0.06, 0.03, 0.06, -0.35, 0.08, 0.12, 0.08]
}

---

Entry 5:
{
  "formula": "C4H7NO",
  "method": "ωB97M-V with the def2-TZVPD basis set",
  "relative_energy_ev": 1.2553,
  "smiles": "c1cc[nH]c1.O",
  "homo_ev": -8.0,
  "orbital_gap_ev": 8.5,
  "elements": ["H", "H", "H", "C", "H", "N", "C", "O", "H", "H", "H", "C", "C"],
  "xyz": [[0.7509, -0.1438, 2.8465], [-0.3735, 0.2833, -1.1514], [2.7129, -0.9302, 1.3772], [1.5425, -0.1980, -0.3087], [2.0475, -0.4191, -1.2315], [0.1898, 0.1956, -0.3257], [1.9140, -0.3134, 0.9961], [-2.4017, -0.0086, -1.9778], [-2.5139, 0.9454, -2.1814], [-3.2618, -0.4377, -2.0331], [-1.2433, 0.5234, 1.2124], [0.8471, 0.1730, 1.8183], [-0.2106, 0.3302, 0.9592]],
  "lowdin_charge": [0.09, 0.10, 0.09, -0.12, 0.10, 0.02, -0.13, -0.07, 0.06, 0.04, 0.11, -0.11, -0.17]
}

---

Entry 6:
{
  "formula": "C4H7NO",
  "method": "ωB97M-V with the def2-TZVPD basis set",
  "relative_energy_ev": 3.0511,
  "homo_ev": -8.5,
  "orbital_gap_ev": 9.5,
  "elements": ["H", "C", "C", "N", "C", "H", "H", "H", "H", "O", "H", "C", "H"],
  "xyz": [[-2.6862, -0.7240, 0.9165], [-0.9015, -0.4852, 0.1939], [-1.1756, 0.5360, -0.9219], [0.0515, 0.8725, -1.2589], [1.2950, 0.2910, -0.4136], [1.8218, -0.5188, -0.9542], [2.0860, 1.0325, -0.1471], [-0.8702, -1.4625, -0.3274], [0.8670, -1.0430, 1.2826], [-1.8100, -0.5246, 1.2670], [0.4647, 1.5377, -1.8790], [0.4842, -0.1690, 0.7660], [0.3731, 0.6573, 1.4759]],
  "lowdin_charge": [0.09, -0.45, 0.00, -0.02, -0.12, 0.11, 0.11, 0.14, 0.11, -0.04, 0.10, -0.17, 0.12]
}

---

- Number 1 is which compound?
  C4H7NO

---

- Number 1 is which compound?
  C4H7NO